{
  "formula": "C3H10N2O",
  "method": "ωB97M-V with the def2-TZVPD basis set",
  "species": ["O", "N", "N", "C", "C", "C", "H", "H", "H", "H", "H", "H", "H", "H", "H", "H"],
  "xyz": [[-1.41, -0.35, 0.33], [1.16, -0.96, -2.02], [-1.70, -0.81, 1.60], [2.15, -0.43, 0.10], [-1.31, 1.39, -0.17], [1.06, -0.34, -0.92], [-1.76, 2.13, -0.84], [0.45, -0.68, -2.71], [2.75, -1.33, -0.03], [0.22, 0.48, -0.72], [-1.99, 1.68, 0.64], [-1.07, -1.56, 1.89], [1.73, -0.48, 1.10], [2.83, 0.43, 0.03], [-2.62, -1.25, 1.60], [-0.50, 2.07, 0.11]],
  "lumo_energy_ev": -0.3,
  "de_lowest_kcal_mol": 168.1,
  "homo_lumo_gap_ev": 8.77
}

=====

{
  "formula": "C3H9INOS",
  "method": "ωB97M-V with the def2-TZVPD basis set",
  "species": ["I", "S", "O", "N", "C", "C", "C", "H", "H", "H", "H", "H", "H", "H", "H", "H"],
  "xyz": [[2.16, -0.86, 2.22], [2.50, 1.48, 2.31], [1.47, 1.17, -0.66], [-0.33, -0.11, -0.60], [0.94, 0.00, -0.87], [-0.90, -1.53, -0.54], [-1.02, 0.93, 0.26], [-0.46, 1.92, 0.32], [1.63, 1.44, 3.40], [-0.93, 0.66, 1.34], [-2.07, 0.99, -0.02], [2.09, 1.49, -1.31], [1.39, -0.66, -1.63], [-0.19, -2.29, -0.94], [-1.08, -1.92, 0.62], [-1.86, -1.53, -1.09]],
  "lumo_energy_ev": -4.2,
  "de_lowest_kcal_mol": 0.0,
  "homo_lumo_gap_ev": 8.23,
  "total_charge": 1
}

=====

{
  "formula": "C25H25N6O8PdS3",
  "method": "ωB97M-V with the def2-TZVPD basis set",
  "species": ["Pd", "S", "S", "S", "O", "O", "O", "O", "O", "O", "O", "O", "N", "N", "N", "N", "N", "N", "C", "C", "C", "C", "C", "C", "C", "C", "C", "C", "C", "C", "C", "C", "C", "C", "C", "C", "C", "C", "C", "C", "C", "C", "C", "H", "H", "H", "H", "H", "H", "H", "H", "H", "H", "H", "H", "H", "H", "H", "H", "H", "H", "H", "H", "H", "H", "H", "H", "H"],
  "xyz": [[0.55, -0.55, 0.18], [4.37, -0.30, -8.15], [-1.22, 1.03, 1.03], [0.40, -3.01, 1.20], [1.87, 3.58, -0.08], [-1.73, -0.32, 1.30], [2.97, 0.04, -8.06], [-1.12, 1.36, -0.38], [5.14, 0.51, -9.08], [4.67, -1.73, -8.18], [-1.48, -1.14, -1.44], [1.93, 1.35, -0.12], [-0.92, -2.58, 3.48], [0.10, 1.19, 1.89], [1.90, -1.22, -1.27], [0.92, -1.26, 3.07], [6.33, 0.39, -6.39], [4.26, -0.24, -5.49], [3.80, -0.54, -3.18], [-2.62, -3.48, 1.97], [-3.33, 2.78, 0.82], [1.53, -0.69, -2.44], [-4.35, 3.97, 2.66], [-3.82, -4.16, 1.82], [0.75, 2.43, 1.68], [1.61, 2.46, 0.30], [-4.47, -4.71, 2.91], [4.18, -1.08, -1.95], [-5.30, 5.01, 3.17], [6.83, 0.44, -5.17], [-3.92, -4.58, 4.17], [-2.74, -3.88, 4.34], [-2.08, -3.33, 3.24], [-4.27, 3.68, 1.30], [0.05, -2.21, 2.62], [5.06, 0.05, -6.48], [-3.48, 3.32, 3.53], [4.75, -0.20, -4.25], [2.44, -0.34, -3.41], [3.19, -1.41, -1.04], [6.09, 0.15, -4.04], [-2.46, 2.16, 1.70], [-2.54, 2.42, 3.05], [-5.87, 4.64, 4.01], [-5.99, 5.32, 2.39], [-2.32, -3.77, 5.33], [2.12, 0.05, -4.37], [-2.01, -1.47, -0.71], [-3.25, 2.57, -0.23], [-3.53, 3.54, 4.59], [6.51, 0.21, -3.05], [0.54, -0.53, 3.66], [-1.85, 1.93, 3.72], [-4.25, -4.25, 0.83], [0.46, -0.57, -2.60], [-0.88, -2.16, 4.40], [-2.12, -3.06, 1.12], [7.87, 0.74, -5.09], [-1.52, -0.17, -1.37], [-5.40, -5.24, 2.77], [3.45, -1.87, -0.09], [-4.41, -5.00, 5.03], [5.21, -1.29, -1.72], [1.54, -0.89, 2.34], [0.04, 3.27, 1.63], [-4.74, 5.88, 3.50], [-4.95, 4.17, 0.61], [1.49, 2.59, 2.47]],
  "lumo_energy_ev": [-0.5, -0.4],
  "de_lowest_kcal_mol": 89.5,
  "homo_lumo_gap_ev": [4.87, 4.92],
  "total_charge": -1
}

=====

{
  "formula": "C5H8O2",
  "method": "ωB97M-V with the def2-TZVPD basis set",
  "species": ["O", "O", "C", "C", "C", "C", "C", "H", "H", "H", "H", "H", "H", "H", "H"],
  "xyz": [[0.89, 0.54, 1.38], [3.90, -0.53, 0.83], [-0.89, -1.03, 1.14], [0.14, -0.04, 0.63], [3.02, -1.00, 0.28], [0.13, 0.22, -0.86], [-0.99, 1.25, -1.13], [-0.05, -0.72, -1.40], [-0.57, 2.21, -1.44], [-1.34, -0.66, 2.07], [1.11, 0.59, -1.17], [-1.67, -1.25, 0.41], [-0.37, -1.97, 1.37], [-1.69, 0.91, -1.89], [-1.57, 1.44, -0.21]],
  "lumo_energy_ev": 0.9,
  "de_lowest_kcal_mol": 15.0,
  "homo_lumo_gap_ev": 10.56
}

=====

{
  "formula": "C47H117N3O23",
  "method": "ωB97M-V with the def2-TZVPD basis set",
  "species": ["O", "O", "O", "O", "O", "O", "O", "O", "O", "O", "O", "O", "O", "O", "O", "O", "O", "O", "O", "O", "O", "O", "O", "N", "N", "N", "C", "C", "C", "C", "C", "C", "C", "C", "C", "C", "C", "C", "C", "C", "C", "C", "C", "C", "C", "C", "C", "C", "C", "C", "C", "C", "C", "C", "C", "C", "C", "C", "C", "C", "C", "C", "C", "C", "C", "C", "C", "C", "C", "C", "C", "C", "C", "H", "H", "H", "H", "H", "H", "H", "H", "H", "H", "H", "H", "H", "H", "H", "H", "H", "H", "H", "H", "H", "H", "H", "H", "H", "H", "H", "H", "H", "H", "H", "H", "H", "H", "H", "H", "H", "H", "H", "H", "H", "H", "H", "H", "H", "H", "H", "H", "H", "H", "H", "H", "H", "H", "H", "H", "H", "H", "H", "H", "H", "H", "H", "H", "H", "H", "H", "H", "H", "H", "H", "H", "H", "H", "H", "H", "H", "H", "H", "H", "H", "H", "H", "H", "H", "H", "H", "H", "H", "H", "H", "H", "H", "H", "H", "H", "H", "H", "H", "H", "H", "H", "H", "H", "H", "H", "H", "H", "H", "H", "H", "H", "H", "H", "H", "H", "H"],
  "xyz": [[-2.94, 14.74, -7.56], [6.14, 13.04, -3.70], [3.83, 7.05, -12.11], [0.36, 14.21, -3.41], [4.92, 11.32, -9.01], [3.83, 8.93, -3.13], [2.90, 6.20, -2.54], [-0.05, 9.99, -14.11], [7.21, 7.45, -7.65], [9.41, 15.73, -9.60], [1.81, 7.71, -13.82], [5.65, 6.78, -9.93], [6.86, 5.93, -4.42], [6.25, 10.08, -4.03], [-0.75, 11.34, -11.81], [0.98, 14.83, -11.93], [0.16, 11.92, -1.57], [5.11, 16.07, -15.51], [-3.72, 11.26, -11.54], [-1.63, 13.81, -11.07], [-0.35, 8.77, -5.04], [-4.21, 12.10, -7.95], [-3.11, 8.22, -5.16], [8.63, 14.67, -9.05], [5.40, 15.52, -14.23], [3.62, 11.21, -8.52], [4.27, 6.52, -9.82], [9.45, 13.45, -8.94], [6.57, 6.66, -6.68], [3.97, 11.97, -6.17], [4.92, 14.13, -14.19], [7.00, 14.04, -7.37], [6.76, 15.90, -13.82], [3.50, 10.85, -7.12], [6.61, 10.83, -2.90], [2.62, 11.96, -9.23], [2.71, 13.48, -8.92], [8.63, 12.34, -8.28], [0.02, 11.90, -2.96], [0.90, 12.90, -3.68], [6.93, 15.33, -12.40], [9.80, 13.02, -10.36], [6.61, 13.85, -12.23], [2.08, 10.39, -6.70], [3.39, 14.14, -14.29], [5.78, 12.08, -2.69], [7.27, 6.94, -5.36], [2.74, 11.79, -10.74], [3.71, 8.32, -1.85], [-2.14, 7.21, -5.40], [6.85, 17.41, -13.68], [-2.91, 10.15, -11.92], [6.78, 16.20, -8.53], [7.86, 15.39, -14.76], [7.80, 15.20, -7.99], [5.26, 13.52, -12.83], [-0.11, 15.65, -11.54], [-1.58, 10.32, -11.25], [-3.17, 12.40, -6.99], [1.03, 11.26, -7.36], [-0.88, 7.80, -5.98], [5.55, 13.19, -15.24], [-2.29, 13.47, -7.58], [4.03, 6.84, -1.96], [1.24, 11.41, -8.85], [2.12, 8.97, -14.44], [1.33, 10.07, -13.80], [7.80, 12.79, -7.06], [8.56, 15.88, -6.84], [3.48, 7.37, -10.78], [4.44, 9.68, -6.86], [10.73, 13.68, -8.13], [-0.97, 14.94, -10.50], [8.68, 16.10, -14.85], [1.74, 11.08, -13.97], [0.96, 7.36, -14.12], [6.63, 5.59, -6.90], [6.58, 12.95, -14.99], [5.42, 9.60, -3.86], [-1.98, 13.21, -8.59], [-3.68, 12.77, -6.10], [-0.68, 11.83, -1.13], [2.41, 7.21, -10.59], [8.33, 12.84, -6.11], [6.28, 15.79, -9.42], [4.72, 11.85, -2.79], [7.05, 12.00, -6.94], [0.36, 8.35, -4.54], [4.25, 8.83, -7.53], [-3.61, 14.70, -8.25], [5.21, 12.24, -8.85], [-0.42, 10.46, -13.34], [10.19, 13.83, -10.97], [10.62, 12.29, -10.33], [3.68, 13.84, -9.30], [0.50, 12.02, -9.36], [0.27, 16.58, -11.14], [1.90, 12.25, -11.25], [-1.75, 10.51, -10.18], [2.52, 13.66, -7.87], [-2.56, 11.52, -6.78], [6.44, 14.37, -6.49], [3.19, 12.72, -5.98], [8.24, 14.40, -14.47], [9.25, 16.62, -7.26], [2.98, 14.73, -13.47], [4.94, 6.76, -2.56], [3.14, 8.64, -3.73], [-1.01, 12.05, -3.32], [-1.72, 15.60, -10.05], [4.49, 13.88, -12.13], [7.86, 16.40, -6.19], [4.39, 9.25, -5.86], [6.59, 17.90, -14.62], [5.50, 6.89, -6.58], [5.96, 16.32, -7.81], [1.96, 10.47, -5.62], [-1.06, 8.34, -6.91], [5.87, 6.87, -10.87], [10.53, 13.78, -7.06], [-2.76, 10.04, -13.00], [-0.07, 7.10, -6.20], [-4.56, 11.20, -12.00], [7.18, 17.19, -8.76], [2.77, 10.73, -11.02], [4.40, 8.88, -1.22], [3.70, 12.16, -11.10], [-1.18, 12.18, -11.54], [0.01, 10.93, -7.14], [8.90, 16.03, -10.36], [-1.35, 13.55, -7.02], [-0.79, 15.82, -12.38], [6.99, 7.94, -5.04], [4.20, 11.55, -5.19], [7.92, 15.44, -11.95], [6.55, 10.23, -1.97], [11.27, 14.57, -8.45], [9.16, 15.15, -6.30], [5.49, 9.89, -7.10], [4.86, 12.46, -6.56], [-3.41, 9.23, -11.60], [0.95, 12.71, -4.75], [1.91, 12.94, -3.26], [3.03, 14.53, -15.24], [3.65, 8.42, -10.54], [1.14, 12.28, -6.95], [6.08, 12.55, -1.76], [3.23, 5.50, -3.12], [-2.63, 6.54, -6.11], [7.92, 11.88, -8.97], [4.96, 12.27, -15.29], [6.84, 7.25, -8.53], [2.73, 8.49, -1.38], [2.00, 8.93, -15.52], [3.90, 6.71, -8.80], [1.96, 9.33, -6.95], [11.47, 12.88, -8.25], [4.06, 5.45, -9.93], [3.12, 7.31, -12.72], [-2.78, 8.81, -4.49], [6.23, 12.54, -4.52], [5.45, 13.65, -16.23], [6.30, 15.90, -11.72], [9.28, 11.56, -7.86], [5.15, 12.43, -12.80], [3.08, 13.09, -14.23], [-0.96, 9.42, -11.27], [1.51, 9.99, -12.71], [7.66, 11.10, -3.01], [7.34, 13.24, -12.78], [6.66, 13.48, -11.21], [3.18, 9.08, -14.21], [8.34, 6.86, -5.57], [0.64, 13.98, -12.22], [8.98, 12.56, -10.91], [0.20, 10.91, -3.42], [4.25, 6.46, -0.96], [0.39, 14.32, -2.45], [4.34, 16.62, -15.35], [7.29, 6.19, -3.60], [-0.34, 14.63, -9.66], [-1.94, 6.68, -4.47], [1.99, 14.08, -9.48], [6.10, 17.78, -12.97], [7.86, 17.69, -13.38], [-4.09, 11.19, -8.24], [6.20, 13.78, -8.09], [7.44, 15.14, -15.74], [1.14, 10.42, -9.32], [-2.59, 13.93, -11.05]],
  "lumo_energy_ev": 0.0,
  "de_lowest_kcal_mol": 4.7,
  "homo_lumo_gap_ev": 8.06
}

=====

{
  "formula": "C50H51BrLiO4PS5Sb",
  "method": "ωB97M-V with the def2-TZVPD basis set",
  "species": ["Sb", "Br", "S", "S", "S", "S", "S", "P", "O", "O", "O", "O", "C", "C", "C", "C", "C", "C", "C", "C", "C", "C", "C", "C", "C", "C", "C", "C", "C", "C", "C", "C", "C", "C", "C", "C", "C", "C", "C", "C", "C", "C", "C", "C", "C", "C", "C", "C", "C", "C", "C", "C", "C", "C", "C", "C", "C", "C", "C", "C", "C", "C", "Li", "H", "H", "H", "H", "H", "H", "H", "H", "H", "H", "H", "H", "H", "H", "H", "H", "H", "H", "H", "H", "H", "H", "H", "H", "H", "H", "H", "H", "H", "H", "H", "H", "H", "H", "H", "H", "H", "H", "H", "H", "H", "H", "H", "H", "H", "H", "H", "H", "H", "H", "H"],
  "xyz": [[-4.12, -1.12, -3.64], [2.74, -5.60, -2.01], [2.24, -1.53, -1.45], [-5.78, -2.05, -4.85], [-0.03, -0.18, 0.67], [-4.45, -0.85, -1.37], [-2.77, 0.48, -4.49], [-2.12, 3.36, -1.22], [3.04, -2.40, -2.37], [-1.22, -1.76, -2.34], [-1.22, 0.21, -0.16], [-2.82, -2.83, -3.50], [-1.87, -5.25, -2.53], [3.10, -1.94, 4.97], [-0.08, -1.95, 0.91], [0.86, -5.45, -2.22], [-1.34, -2.57, 0.91], [-1.15, 0.81, 4.98], [-1.87, 5.01, 1.21], [1.01, -4.02, 1.48], [2.92, 3.89, -4.17], [2.46, 0.12, -2.15], [0.08, -6.59, -2.13], [3.03, -1.35, 0.11], [0.18, 0.62, 4.61], [1.10, -2.60, 1.22], [4.38, -1.40, 5.02], [5.00, -1.03, 3.84], [-4.77, 3.03, -2.02], [5.00, -0.75, 1.38], [-1.72, -2.77, -2.83], [4.38, -1.18, 2.60], [2.41, -1.91, 1.28], [-4.30, 5.30, -1.12], [2.46, -2.12, 3.76], [2.67, 1.38, -4.18], [-0.34, -6.03, 1.78], [-1.81, 0.43, 2.69], [-0.48, 0.24, 2.35], [-1.41, 4.11, -3.75], [2.50, 1.30, -1.42], [0.30, -4.20, -2.46], [2.06, -6.16, 1.91], [-1.47, 4.71, -2.34], [-1.50, 1.12, 6.41], [4.33, -0.83, 0.19], [2.65, 2.51, -2.08], [-0.10, 5.25, -1.96], [-1.08, -4.11, -2.61], [0.52, 0.35, 3.30], [-1.43, -3.90, 1.21], [-0.02, 3.39, 0.65], [2.74, 2.57, -3.47], [0.79, -6.77, 1.99], [2.53, 0.17, -3.54], [-0.26, -4.65, 1.50], [-3.93, 3.82, -1.03], [3.07, -1.77, 2.53], [-1.29, -6.48, -2.28], [-1.51, 3.70, 0.52], [2.16, -4.81, 1.67], [-2.14, 0.72, 4.00], [-2.09, -0.29, -1.68], [-2.57, 0.36, 1.92], [-1.20, 4.89, -4.49], [-2.57, 1.00, 6.59], [0.22, 3.12, 1.68], [1.46, -2.52, 3.75], [0.64, 4.45, -1.92], [2.42, 1.27, -0.34], [0.24, 5.97, -2.72], [-1.91, -7.37, -2.21], [-2.04, 2.89, 1.04], [3.87, 4.35, -3.89], [2.95, -6.75, 2.04], [-0.10, 5.77, -0.99], [0.72, -7.84, 2.18], [2.68, 3.43, -1.50], [2.92, 3.76, -5.26], [-1.31, -6.50, 1.80], [-2.94, -5.15, -2.66], [-4.31, 5.63, -2.16], [-2.94, 5.13, 1.32], [4.81, -0.49, -0.72], [-3.64, 5.96, -0.56], [0.92, -3.32, -2.50], [-1.43, 5.03, 2.22], [-2.22, -2.00, 0.65], [-2.39, -4.40, 1.21], [-1.24, 2.15, 6.67], [0.96, 0.69, 5.36], [-4.62, 1.96, -1.92], [-2.18, 5.54, -2.35], [-3.17, 0.87, 4.28], [2.48, -0.76, -4.09], [0.28, 2.58, 0.00], [-5.83, 3.24, -1.88], [0.55, -7.54, -1.93], [6.00, -0.59, 3.85], [-0.61, 3.36, -3.80], [0.59, 4.26, 0.39], [2.13, 4.59, -3.92], [2.59, -2.22, 5.89], [4.89, -1.26, 5.97], [3.13, -4.34, 1.60], [-2.33, 3.60, -4.03], [-4.51, 3.29, -3.05], [-4.17, 3.47, -0.02], [1.56, 0.19, 3.02], [-0.96, 0.46, 7.09], [-1.48, 5.87, 0.67], [6.01, -0.35, 1.42], [-5.32, 5.45, -0.74], [2.71, 1.41, -5.27]],
  "lumo_energy_ev": [3.7, 3.7],
  "s_squared": 0.77,
  "homo_lumo_gap_ev": [3.98, 6.52],
  "spin_multiplicity": 2,
  "total_charge": -2
}

=====

{
  "formula": "C5H25N3O5",
  "method": "ωB97M-V with the def2-TZVPD basis set",
  "species": ["O", "O", "O", "O", "O", "N", "N", "N", "C", "C", "C", "C", "C", "H", "H", "H", "H", "H", "H", "H", "H", "H", "H", "H", "H", "H", "H", "H", "H", "H", "H", "H", "H", "H", "H", "H", "H", "H"],
  "xyz": [[1.08, -2.21, 0.37], [4.03, 1.62, -0.42], [1.57, 1.40, -0.44], [0.48, 0.30, 3.41], [-0.28, -2.17, 2.70], [1.95, -1.01, -2.59], [-2.53, 1.04, 2.44], [-0.70, -1.08, -2.26], [-1.64, 1.77, 1.49], [-1.05, 0.65, 0.42], [-2.00, 0.54, -0.75], [-1.36, 0.23, -2.13], [0.48, -1.08, -3.06], [3.97, 1.00, -1.16], [-2.99, 0.27, 2.01], [-2.34, 1.59, -0.92], [2.17, -0.05, -2.31], [-1.05, -0.30, 0.99], [-0.64, -1.45, -1.30], [0.50, -2.18, 1.14], [-0.15, 1.05, 0.05], [-0.30, 0.11, 2.90], [0.45, -0.22, -3.75], [0.49, -2.16, -3.41], [3.13, 1.49, 0.02], [1.72, -3.00, 0.66], [-1.11, -2.48, 3.08], [1.26, 0.63, 2.79], [-0.70, 1.09, -2.32], [1.66, 1.96, -1.25], [0.11, -1.87, 3.49], [2.16, -1.61, -1.78], [-2.37, 2.45, 0.95], [1.66, 0.51, -0.74], [-0.84, 2.34, 2.00], [-2.15, 0.14, -2.94], [-2.87, -0.11, -0.65], [-1.84, 0.83, 3.24]],
  "lumo_energy_ev": [-3.0, -8.1],
  "s_squared": 0.76,
  "de_lowest_kcal_mol": 45.6,
  "homo_lumo_gap_ev": [9.08, 3.99],
  "spin_multiplicity": 2,
  "total_charge": 1
}

=====

{
  "formula": "C6H8",
  "method": "ωB97M-V with the def2-TZVPD basis set",
  "species": ["C", "C", "C", "C", "C", "C", "H", "H", "H", "H", "H", "H", "H", "H"],
  "xyz": [[1.42, 0.73, 0.52], [-1.23, -0.24, -0.95], [0.31, -0.22, 0.19], [0.76, -0.09, 1.60], [-0.48, -1.32, -0.40], [-1.75, 0.71, -1.68], [1.20, 1.79, 0.66], [-0.02, -2.01, -1.09], [-1.10, -1.73, 0.40], [1.45, -0.78, 2.10], [2.48, 0.53, 0.37], [-2.50, 0.61, -2.54], [-0.66, 1.58, -1.44], [0.12, 0.44, 2.28]],
  "lumo_energy_ev": 0.8,
  "de_lowest_kcal_mol": 154.4,
  "homo_lumo_gap_ev": 8.17
}

=====

Calculated E_tot, -304.8068; -945.2863; -3220.6023; -345.7810; -3755.4748; -7391.1811; -745.5333; -233.1409 Ha (same order as the records).